{
  "formula": "H18O9",
  "method": "ωB97M-V with the def2-TZVPD basis set",
  "total_energy_ev": -18717.7702,
  "homo_lumo_gap_ev": 10.0119,
  "e_homo_ev": -10.411,
  "de_lowest_kcal_mol": 100.7,
  "lumo_ev": -0.40,
  "multiplicity": 1,
  "smiles": "O.O.O.O.O.O.O.O.O",
  "elements": ["O", "H", "H", "O", "H", "H", "O", "H", "H", "O", "H", "H", "O", "H", "H", "O", "H", "H", "O", "H", "H", "O", "H", "H", "O", "H", "H"],
  "positions_angstrom": [[3.639, 1.841, -0.359], [2.947, 1.224, -0.086], [4.105, 1.250, -0.850], [-0.660, 0.307, 0.005], [-0.545, -0.321, -0.708], [0.297, 0.706, 0.170], [1.472, 2.054, -1.821], [0.578, 2.216, -1.888], [1.640, 2.929, -1.557], [-1.900, 2.558, 0.853], [-1.462, 1.766, 0.666], [-2.015, 2.629, 1.825], [0.624, -0.885, 3.243], [-0.365, -1.200, 2.942], [0.800, -0.552, 2.393], [-3.366, -0.119, 0.223], [-2.371, 0.076, 0.243], [-3.693, 0.110, 1.106], [-0.769, -1.640, -2.251], [-0.237, -2.327, -2.680], [-0.702, -1.083, -2.974], [-1.394, -3.082, 0.083], [-1.325, -2.478, -0.846], [-2.041, -3.714, -0.081], [2.173, -0.401, 0.883], [2.075, -0.851, -0.012], [2.497, -1.009, 1.477]],
  "atomic_forces_ev_per_a": [[-1.994, 1.823, 2.291], [-0.269, 0.615, 0.569], [2.849, -2.195, -2.578], [3.443, 1.424, 0.718], [0.083, -0.384, -0.366], [-2.866, -1.286, -0.501], [1.386, -1.469, -0.225], [-3.830, -0.552, -0.724], [1.955, 1.845, 0.848], [-1.251, 2.572, 1.511], [0.898, -1.853, -0.310], [0.232, -0.191, -1.061], [-4.653, -1.898, 0.086], [3.354, 0.742, 1.749], [1.118, 1.144, -1.823], [1.560, 0.214, 0.214], [-2.326, -0.409, 0.201], [0.226, -0.024, -0.403], [0.832, -1.957, 0.853], [0.010, -0.788, 0.923], [-0.649, 2.919, -2.055], [2.494, 4.173, -3.099], [-0.702, -2.620, 3.952], [-1.942, -1.687, -0.563], [-1.496, 1.694, -4.210], [0.254, 0.520, 1.951], [1.284, -2.373, 2.054]],
  "mulliken_charge": [-0.611, 0.336, 0.275, -0.709, 0.208, 0.303, -0.558, 0.275, 0.308, -0.588, 0.449, 0.319, -0.663, 0.338, 0.370, -0.643, 0.409, 0.322, -0.659, 0.305, 0.255, -0.644, 0.407, 0.284, -0.710, 0.323, 0.297]
}